Record 1
Formula: C28H76F2NO15
Source: the Open Molecules 2025 dataset
Level of theory: ωB97M-V/def2-TZVPD

2S+1: 1
Frontier orbital gap (Ha): 0.2447
Total charge: +1
E_HOMO (eV): -11.1
E_LUMO (eV): -4.4679
Energy (eV): -67885.593

Geometry as XYZ:
```
122
Properties=species:S:1:pos:R:3:lowdin_charge:R:1
C -2.5818 2.4881 -2.6796 0.0920
C -2.5584 1.3096 -2.3353 -0.1219
C -2.1301 -0.1984 -2.1103 -0.1861
C -1.0942 -0.6774 -3.2136 -0.1765
C 0.4459 -0.6030 -2.8146 -0.1256
C 0.7666 0.0886 -1.4481 -0.0624
C 0.4551 1.5438 -1.1548 0.0688
C 0.7787 2.1757 0.1698 0.0434
C 1.4323 1.3213 1.1883 0.0421
N 1.7566 -0.0119 0.9077 -0.0240
F 2.3899 -0.6750 1.9067 0.0874
C 1.4612 -0.6572 -0.3204 -0.0102
C 1.9281 -2.1631 -0.4084 -0.0449
C 1.2273 -3.1229 0.6560 -0.3079
C 0.5552 -4.4071 -0.0425 -0.0160
F 0.2482 -2.4728 1.4654 -0.0554
H -2.4052 3.5859 -2.8678 0.0731
H -3.0903 -0.7907 -2.2971 0.1142
H -1.8454 -0.4169 -1.0420 0.1111
H -1.2850 -0.0814 -4.1549 0.1172
H -1.3470 -1.7583 -3.4796 0.1208
H 0.9669 0.0197 -3.6192 0.1396
H 0.8795 -1.6438 -2.9282 0.1100
H -0.0483 2.1601 -1.9524 0.1143
H 0.4980 3.2517 0.3163 0.1296
H 1.6590 1.7868 2.1959 0.1605
H 1.8381 -2.6111 -1.4356 0.1066
H 3.0454 -2.1478 -0.1678 0.1379
H 2.0553 -3.5430 1.3170 0.1429
H 0.9260 -5.3234 0.5143 0.0797
H 0.7524 -4.4640 -1.1504 0.0650
H -0.5563 -4.3166 0.1857 0.0991
C -3.8339 6.0899 -4.2933 -0.1408
O -3.2275 5.1580 -5.1877 -0.1490
H -3.1305 6.8986 -4.0972 0.0841
H -4.7392 6.5002 -4.7478 0.0805
H -4.0808 5.5900 -3.3547 0.0425
H -3.8697 4.4543 -5.3438 0.0757
C -4.2001 -1.1249 -6.0354 -0.1579
O -4.1522 0.2434 -5.6540 -0.1316
H -4.6935 -1.2016 -7.0031 0.0826
H -3.1849 -1.5234 -6.1155 0.0702
H -4.7668 -1.6964 -5.2953 0.0764
H -3.7116 0.2858 -4.7953 0.0360
C -4.1868 5.3246 0.1167 -0.1412
O -4.6012 5.1260 -1.2314 -0.1709
H -3.6846 6.2885 0.1935 0.0865
H -5.0598 5.3188 0.7741 0.0676
H -3.4946 4.5335 0.4104 0.0583
H -5.0439 4.2639 -1.2712 0.0349
C 6.0462 0.7374 2.0678 -0.1419
O 5.2659 1.2992 1.0152 -0.1259
H 7.0442 1.1712 2.0363 0.0858
H 5.5826 0.9666 3.0312 0.0806
H 6.1181 -0.3449 1.9359 0.0567
H 4.3906 0.9001 1.0649 0.0295
C 8.7708 -0.2957 4.4074 -0.1591
O 8.7501 1.1260 4.4252 -0.1308
H 9.1690 -0.6310 3.4505 0.0679
H 9.4089 -0.6655 5.2137 0.0810
H 7.7542 -0.6785 4.5300 0.0659
H 8.3944 1.3963 5.2801 0.0777
C 0.3259 -7.0691 3.3123 -0.1540
O -0.0635 -7.2943 1.9622 -0.1405
H 0.8298 -6.1040 3.3763 0.0701
H -0.5575 -7.0594 3.9531 0.0607
H 1.0115 -7.8568 3.6341 0.0816
H -0.5052 -8.1513 1.9328 0.0788
C 1.2753 -6.6326 -3.6762 -0.1549
O 2.2517 -5.9702 -2.8806 -0.1474
H 0.2851 -6.3828 -3.2958 0.0746
H 1.3571 -6.3020 -4.7144 0.0779
H 1.4216 -7.7134 -3.6177 0.0808
H 3.1170 -6.2067 -3.2357 0.0776
C 6.8427 -3.9328 1.8789 -0.1432
O 6.8823 -2.7093 2.6027 -0.1478
H 7.8537 -4.1910 1.5668 0.0759
H 6.4480 -4.7255 2.5189 0.0806
H 6.2099 -3.8155 0.9950 0.0751
H 5.9770 -2.5058 2.8653 0.0649
C -3.1665 4.9507 3.5929 -0.1374
O -2.2990 4.8855 2.4632 -0.1523
H -4.1964 5.0138 3.2430 0.0466
H -3.0460 4.0506 4.2021 0.0779
H -2.9315 5.8379 4.1863 0.0837
H -1.3969 4.8305 2.7998 0.0687
C -1.4026 -8.2259 6.9610 -0.1540
O -1.7955 -8.4551 5.6136 -0.1423
H -0.9000 -7.2610 7.0199 0.0774
H -2.2838 -8.2136 7.6067 0.0776
H -0.7151 -9.0111 7.2851 0.0780
H -2.2367 -9.3126 5.5875 0.0793
C -3.3407 6.9149 -8.7879 -0.1659
O -2.6702 5.6681 -8.6793 -0.1322
H -3.1543 7.3277 -9.7788 0.0775
H -4.4161 6.7707 -8.6536 0.0738
H -2.9611 7.6069 -8.0315 0.0745
H -2.8507 5.3239 -7.7942 0.0503
C 9.4665 -1.2635 0.0525 -0.1592
O 10.1451 -2.5039 0.1838 -0.1249
H 9.6590 -0.8584 -0.9402 0.0817
H 8.3910 -1.4180 0.1770 0.0646
H 9.8343 -0.5629 0.8067 0.0740
H 9.9572 -2.8374 1.0692 0.0629
C -7.2029 2.2968 -2.4744 -0.1327
O -6.6484 3.5461 -2.0787 -0.1414
H -6.6659 1.4979 -1.9641 0.0786
H -8.2588 2.2564 -2.1971 0.0802
H -7.0967 2.1701 -3.5544 0.0801
H -7.1381 4.2367 -2.5417 0.0944
C -0.1423 -0.3321 4.5124 -0.1562
O 0.8299 0.3315 5.3095 -0.1222
H -1.1336 -0.0943 4.8953 0.0863
H -0.0649 0.0085 3.4752 0.0498
H 0.0153 -1.4121 4.5636 0.0811
H 1.6967 0.1053 4.9521 0.0648
C -6.8540 6.5734 4.0442 -0.1393
O -6.2454 5.6423 3.1568 -0.1547
H -6.1500 7.3810 4.2410 0.0820
H -7.7566 6.9849 3.5867 0.0786
H -7.1068 6.0778 4.9846 0.0785
H -6.8869 4.9389 2.9985 0.0853
```

=====

Record 2
Formula: C26H39BrCl42FNO2
Source: the Open Molecules 2025 dataset
Level of theory: ωB97M-V/def2-TZVPD

2S+1: 1
Frontier orbital gap (Ha): 0.3215
E_HOMO (eV): -8.6
E_LUMO (eV): 0.1362
Energy (eV): -631880.202

Geometry as XYZ:
```
112
Properties=species:S:1:pos:R:3:lowdin_charge:R:1
C 1.1950 1.2410 4.3040 -0.0781
C 1.4952 1.9012 2.9493 -0.2575
O 2.3364 1.1221 2.1182 -0.1955
C 1.6288 0.2638 1.2214 -0.1395
C 1.5375 0.7679 -0.2509 -0.2843
C 2.2756 2.0601 -0.4905 -0.1660
O 1.6537 3.1481 0.1712 -0.1367
C 2.2758 4.4027 -0.0780 -0.1458
C 1.3855 5.2773 -0.9202 -0.3236
F 1.3748 4.7649 -2.2234 -0.0439
C 1.8542 6.7288 -0.9190 -0.1808
C 1.0118 7.5918 0.0286 -0.0868
N 0.1953 0.7735 -0.8252 -0.0257
C -0.8448 1.4260 -0.0632 -0.2930
C -2.0180 1.8770 -0.9141 -0.6949
C -3.1574 2.3009 -0.0094 -0.1541
Br -2.6081 0.4216 -2.0572 0.7406
H 1.6126 1.8265 5.1146 0.0170
H 1.5190 0.2062 4.3318 0.0468
H 0.1186 1.2326 4.4651 0.0731
H 2.0097 2.8449 3.1132 0.1127
H 0.5561 2.1573 2.4676 0.0985
H 0.6492 0.0285 1.6330 0.1204
H 2.1924 -0.6673 1.2278 0.0902
H 2.1012 0.0410 -0.8342 0.1315
H 3.2929 1.9393 -0.1067 0.1262
H 2.3546 2.2180 -1.5674 0.1271
H 2.4389 4.8981 0.8796 0.1377
H 3.2247 4.2379 -0.5870 0.1379
H 0.3756 5.1653 -0.5282 0.1439
H 1.7843 7.0881 -1.9399 0.1136
H 2.8997 6.7349 -0.6213 0.1076
H 0.4359 6.9708 0.7114 0.0681
H 0.2955 8.1788 -0.5343 0.0721
H 1.6205 8.2442 0.6429 0.0687
H -0.0944 -0.1353 -1.1489 -0.0014
H -1.2857 0.7339 0.6725 0.1204
H -0.4709 2.2710 0.4983 0.1086
H -1.7038 2.7313 -1.5072 0.0950
H -2.7368 2.9427 0.7635 0.0855
H -3.9277 2.8329 -0.5564 0.0753
H -3.5579 1.4202 0.4805 0.0213
C 5.4030 0.9115 2.9774 -1.4953
Cl 4.9336 -0.7844 2.9774 0.5377
Cl 5.1340 1.6777 4.5455 0.5344
Cl 7.0997 1.0809 2.5055 0.5476
H 4.7932 1.4236 2.2441 -0.0003
C 6.6208 -3.8125 1.4372 -1.5789
Cl 4.8661 -3.8661 1.2822 0.4600
Cl 7.2183 -5.3013 2.1714 0.5126
Cl 7.3879 -3.5127 -0.1223 0.5404
H 6.8716 -2.9931 2.0989 -0.0299
C -6.1234 1.2616 -2.9627 -1.5617
Cl -5.8691 2.0684 -4.5111 0.5249
Cl -7.2925 2.1461 -1.9754 0.5175
Cl -6.6338 -0.4064 -3.2010 0.4957
H -5.1794 1.2453 -2.4350 -0.0767
C -0.4278 1.3313 -5.3031 -1.5397
Cl 0.2583 2.6418 -4.3491 0.5495
Cl -0.2766 -0.2004 -4.4447 0.4866
Cl -2.1182 1.6575 -5.7012 0.5071
H 0.1255 1.2553 -6.2288 0.0105
C -5.2213 -3.1517 -5.6434 -1.5643
Cl -5.9792 -2.2191 -6.9374 0.5132
Cl -4.2045 -2.1168 -4.6502 0.5088
Cl -6.4445 -3.9580 -4.6545 0.5120
H -4.5971 -3.9105 -6.0958 -0.0116
C -7.7962 -5.3779 -8.6097 -1.5363
Cl -7.5021 -4.8253 -10.2559 0.5219
Cl -8.7871 -6.8365 -8.6191 0.5343
Cl -6.2929 -5.6631 -7.7256 0.5052
H -8.3408 -4.6014 -8.0889 0.0111
C 3.2870 -0.1982 7.2648 -1.5591
Cl 4.1424 -0.7645 8.7014 0.5352
Cl 2.2964 -1.4702 6.5486 0.5376
Cl 2.3058 1.2165 7.6443 0.5603
H 4.0261 0.0920 6.5290 -0.0690
C -3.3001 -4.5155 -11.2050 -1.5511
Cl -3.7981 -6.1287 -11.7163 0.5245
Cl -4.0484 -4.0915 -9.6675 0.4904
Cl -1.5419 -4.4031 -11.1072 0.5257
H -3.6396 -3.8085 -11.9495 0.0122
C 6.3441 -3.0251 6.0959 -1.5112
Cl 6.5122 -1.2918 5.8094 0.5194
Cl 5.8077 -3.8214 4.6188 0.5232
Cl 7.8639 -3.7203 6.6588 0.5479
H 5.5975 -3.1744 6.8656 0.0060
C -5.4907 -0.5533 2.6678 -1.5620
Cl -5.3694 1.2024 2.7797 0.5395
Cl -5.4416 -1.0569 0.9777 0.5116
Cl -4.2001 -1.3339 3.5870 0.5261
H -6.4378 -0.8495 3.0947 -0.0456
C 1.0358 -4.1601 -0.3209 -1.5133
Cl 2.1731 -5.0438 -1.3361 0.5434
Cl 1.7483 -3.8286 1.2553 0.4950
Cl 0.5591 -2.6407 -1.0816 0.5785
H 0.1521 -4.7696 -0.1907 0.0176
C 1.8987 -6.6040 4.3621 -1.5531
Cl 2.3466 -7.7929 5.5842 0.5341
Cl 1.8548 -4.9759 5.0443 0.5020
Cl 2.9994 -6.6564 2.9887 0.5090
H 0.9049 -6.8421 4.0084 0.0117
C -9.7779 -1.0536 1.0226 -1.5347
Cl -9.6622 0.6818 1.3090 0.5290
Cl -9.4724 -1.4329 -0.6691 0.5289
Cl -8.6542 -1.9288 2.0695 0.5403
H -10.7812 -1.3728 1.2687 0.0109
C 7.7922 4.4899 4.2380 -1.5653
Cl 8.1333 3.4599 5.6276 0.5163
Cl 6.0810 4.9200 4.1696 0.5019
Cl 8.7993 5.9376 4.2745 0.5297
H 8.0324 3.9349 3.3412 -0.0124
```

=====

Record 3
Formula: C34H42Cl5N5OPbSbSeSi3
Source: the Open Molecules 2025 dataset
Level of theory: ωB97M-V/def2-TZVPD

2S+1: 1
Frontier orbital gap (Ha): 0.2367
Total charge: +1
E_HOMO (eV): -9.4
E_LUMO (eV): -2.9789
Energy (eV): -208813.909

Geometry as XYZ:
```
93
Properties=species:S:1:pos:R:3:lowdin_charge:R:1
Pb 1.8226 -0.8064 0.8006 1.2519
Cl 0.9220 1.9949 3.3902 0.7253
C 1.2517 2.5473 1.7621 -0.6746
C 1.7037 1.6447 0.8149 -0.3248
C 1.9197 2.1763 -0.4425 -0.6838
Cl 2.4778 1.0949 -1.7191 0.6603
C 1.7101 3.5093 -0.7819 -0.7183
Cl 2.0278 4.0947 -2.3724 0.7018
C 1.2288 4.3740 0.1992 -0.7144
Cl 0.9077 6.0177 -0.1852 0.7025
C 1.0046 3.8924 1.4890 -0.7154
Cl 0.4076 4.9595 2.6978 0.7024
N 2.6421 -0.7805 3.0988 -0.0157
C 4.0191 -0.3995 3.2812 -0.2221
C 4.5406 -0.1181 4.5110 -0.0024
C 5.9098 0.1859 4.6657 -0.0538
C 6.7447 0.1647 3.5859 -0.0188
C 6.2343 -0.1255 2.2991 -0.1392
C 7.0502 -0.1941 1.1450 0.0134
C 6.4905 -0.4839 -0.0633 -0.0195
C 5.0950 -0.6644 -0.1363 -0.1474
N 4.3097 -0.5945 0.9091 0.0041
C 4.8574 -0.3704 2.1382 -0.1566
H 2.0258 -0.2478 3.7022 0.0294
H 2.5359 -1.7816 3.2785 0.0484
H 3.8952 -0.1475 5.3805 0.1216
H 6.2948 0.4092 5.6510 0.1116
H 7.8029 0.3638 3.6974 0.1198
H 8.1156 -0.0251 1.2414 0.1255
H 7.0848 -0.5650 -0.9616 0.1143
H 4.6196 -0.8721 -1.0864 0.0740
O -0.9296 0.1231 -0.0163 -0.4780
C -1.5693 0.9191 0.9011 -0.3651
C -1.8450 2.2455 0.5994 -0.0446
C -2.5027 3.0601 1.5054 -0.0677
C -2.9007 2.5488 2.7327 -0.0688
C -2.5877 1.2396 3.0533 -0.0333
C -1.9051 0.4111 2.1606 -0.1218
C -1.4932 -0.9303 2.5944 -0.3108
N -0.3128 -1.4875 2.4234 0.0403
C -0.3583 -2.7090 3.0622 -0.1268
C -1.5821 -2.8818 3.6300 -0.0625
N -2.2932 -1.7454 3.3284 0.1103
H -1.5150 2.6380 -0.3520 0.0816
H -2.6936 4.0958 1.2555 0.1181
H -3.4114 3.1766 3.4496 0.1138
H -2.8275 0.8604 4.0397 0.1208
H 0.4924 -3.3717 3.0510 0.0778
H -2.0018 -3.6895 4.2023 0.1164
H -3.2420 -1.5483 3.5977 0.1592
C -5.1238 -1.1247 -2.7076 -0.2021
Si -4.2708 -0.6174 -1.1290 0.4044
C -4.2164 -2.0065 0.1089 -0.1919
C -4.9592 0.9560 -0.4185 -0.1907
Sb -1.7790 -0.2457 -1.7803 1.3218
Si -1.5684 1.7115 -3.5243 0.4011
C -3.1481 1.4147 -4.4762 -0.2244
C -0.0762 1.3807 -4.5754 -0.2125
C -1.5642 3.3968 -2.7445 -0.2027
Si -0.6196 -2.5304 -2.3761 0.4014
C -1.8381 -3.2753 -3.5770 -0.2121
C -0.5634 -3.4429 -0.7649 -0.2076
C 0.9866 -2.1067 -3.1909 -0.2326
H -6.1562 -1.3955 -2.4693 0.0485
H -4.6569 -1.9949 -3.1711 0.0225
H -5.1580 -0.3201 -3.4417 0.0154
H -5.2175 -2.1889 0.5084 0.0485
H -3.5547 -1.7572 0.9389 0.0110
H -3.8603 -2.9347 -0.3405 0.0286
H -4.5142 1.1846 0.5511 0.0197
H -6.0381 0.8381 -0.2832 0.0482
H -4.7982 1.8121 -1.0762 0.0343
H -3.2204 0.3973 -4.8666 0.0339
H -3.1689 2.0922 -5.3346 0.0496
H -4.0330 1.6231 -3.8725 0.0243
H -0.1460 0.4162 -5.0812 0.0286
H 0.8496 1.4161 -4.0024 -0.0098
H -0.0260 2.1560 -5.3456 0.0504
H -2.4829 3.5921 -2.1894 0.0388
H -1.4998 4.1275 -3.5563 0.0566
H -0.7057 3.5693 -2.0956 -0.0094
H -2.7865 -3.5163 -3.0941 0.0216
H -1.4188 -4.2112 -3.9568 0.0487
H -2.0336 -2.6353 -4.4396 0.0340
H -1.5627 -3.7639 -0.4639 0.0310
H -0.1340 -2.8485 0.0414 -0.0281
H 0.0735 -4.3240 -0.8851 0.0355
H 0.8370 -1.4751 -4.0680 0.0212
H 1.4640 -3.0384 -3.5064 0.0389
H 1.6765 -1.6222 -2.5016 -0.0308
Se 3.2813 -3.8337 -0.8925 0.4869
C 2.9148 -3.6505 0.8640 -0.9995
N 2.6432 -3.4315 1.9774 -0.0094
```